No. 1
{"formula": "C7H6O3P", "method": "wB97M-V/def2-TZVPD", "elements": ["C", "C", "C", "C", "C", "C", "C", "O", "O", "O", "P", "H", "H", "H", "H", "H", "H"], "xyz": [[1.55862, 1.34499, 0.30884], [1.20316, 0.43805, 1.34618], [1.12920, 1.01275, -0.96577], [0.35338, -0.69666, 1.08215], [0.22493, -0.03616, -1.25624], [-0.17057, -0.86488, -0.17837], [-1.12359, 2.95124, 0.79220], [-2.48152, -2.11634, 0.78684], [-0.93917, 2.24509, -0.07939], [-0.98360, -3.53022, -0.71486], [-1.56565, -2.19249, -0.38222], [2.08605, 2.23426, 0.33209], [1.27102, 0.63819, 2.36574], [1.63622, 1.55855, -1.71210], [0.28024, -1.29851, 1.96183], [-0.14091, -0.00609, -2.23811], [-2.33781, -1.68180, -1.44882]], "e_lumo_ev": 3.45, "energy_ev": -22789.0730, "e_above_lowest_kcal_mol": 23.66, "fmax_ha_per_bohr": 0.075, "homo_lumo_gap_ev": 8.28, "mol_weight_g_mol": 169.10, "total_charge": -1, "e_homo_ev": -4.83}

No. 2
{"formula": "C7H6O4", "method": "wB97M-V/def2-TZVPD", "elements": ["O", "C", "C", "C", "C", "O", "C", "O", "C", "C", "O", "H", "H", "H", "H", "H", "H"], "xyz": [[3.04941, -1.77815, -0.11114], [2.51365, -0.62640, 0.00396], [1.07672, -0.21620, -0.01348], [0.09252, -1.28435, -0.08581], [-1.20682, -0.89314, 0.17688], [-2.26834, -1.69009, 0.26125], [-1.58003, 0.49877, -0.04959], [-2.96573, 0.67199, -0.19236], [-0.60910, 1.57138, -0.00240], [0.77199, 1.16948, 0.10480], [1.89765, 1.99023, 0.15102], [3.16112, 0.23312, -0.04092], [0.39147, -2.29936, -0.00767], [-1.91347, -2.64428, -0.01893], [-3.26179, -0.27637, -0.19947], [-0.75064, 2.69025, -0.19267], [1.60141, 2.88312, 0.21654]], "e_lumo_ev": -0.05, "energy_ev": -15544.3107, "e_above_lowest_kcal_mol": 49.66, "fmax_ha_per_bohr": 0.094, "homo_lumo_gap_ev": 8.43, "mol_weight_g_mol": 154.12, "smiles": "O=Cc1cc(O)c(O)cc1O", "e_homo_ev": -8.48}

No. 3
{"formula": "C7H6O4", "method": "wB97M-V/def2-TZVPD", "elements": ["O", "C", "O", "C", "C", "C", "C", "C", "O", "C", "O", "H", "H", "H", "H", "H", "H"], "xyz": [[2.33351, -1.34808, -0.07831], [1.98958, -0.22178, 0.01243], [2.85665, 0.85184, 0.13321], [0.59024, 0.31603, -0.05622], [0.31870, 1.67785, -0.03107], [-1.02681, 2.03561, -0.08990], [-2.12731, 1.14415, -0.00590], [-1.79698, -0.16589, 0.09319], [-2.77678, -1.09349, 0.11466], [-0.50396, -0.59126, 0.00330], [-0.32691, -1.95680, -0.10522], [3.70007, 0.32454, 0.11275], [1.17221, 2.35338, 0.05237], [-1.36651, 3.10243, -0.18826], [-3.16730, 1.50881, -0.10720], [-2.34432, -1.97030, -0.02348], [0.65328, -2.11494, 0.08416]], "e_lumo_ev": 0.27, "energy_ev": -15546.4640, "e_above_lowest_kcal_mol": 0.00, "fmax_ha_per_bohr": 0.094, "homo_lumo_gap_ev": 8.89, "mol_weight_g_mol": 154.12, "smiles": "O=C(O)c1cccc(O)c1O", "e_homo_ev": -8.63}

No. 4
{"formula": "C7H6O5Pr", "method": "wB97M-V/def2-TZVPD", "elements": ["Pr", "O", "C", "C", "O", "C", "O", "C", "O", "C", "C", "C", "O", "H", "H", "H", "H", "H", "H"], "xyz": [[0.01227, -0.03122, -1.65298], [-0.65207, 3.69636, -1.94544], [-0.45094, 2.55784, -1.91454], [2.42759, -0.88936, -1.90901], [3.52014, -1.27723, -1.96984], [-1.97210, -1.66172, -1.89288], [-2.86351, -2.39647, -1.94524], [-0.00212, 0.00088, -4.38913], [-0.00224, 0.00553, -5.53414], [1.08306, -0.69712, 2.46422], [-0.00072, -0.00120, 1.76749], [-1.08492, 0.69566, 2.46478], [-0.00288, -0.00325, 0.50229], [0.93757, -0.60210, 3.54290], [2.06440, -0.27703, 2.21543], [1.10890, -1.76450, 2.21615], [-1.11172, 1.76395, 2.21889], [-2.06737, 0.27610, 2.21751], [-0.94334, 0.60489, 3.54355]], "e_lumo_ev": [-14.16, -13.63], "energy_ev": -31630.2289, "fmax_ha_per_bohr": 0.140, "homo_lumo_gap_ev": [9.26, 9.82], "multiplicity": 3, "mol_weight_g_mol": 311.03, "total_charge": 3, "e_homo_ev": [-23.42, -23.45], "s2": 2.002}